#one
This record from the OMol25 dataset describes a gas-phase ion, C4H12N3 (charge +1). The level of theory is the ωB97M-V functional and the def2-TZVPD basis.

Element x y z (Å)
H 1.667 -0.901 -0.895
C -0.908 -1.699 -0.502
H 1.428 -1.066 0.733
H -1.117 2.609 0.824
H -0.516 1.199 1.733
H 1.128 2.800 -0.077
H 1.451 0.479 0.090
H 1.381 2.357 1.482
H -1.989 -1.712 -0.547
C -0.469 1.732 0.785
H -0.574 1.299 -1.272
N -0.350 -2.962 -0.445
C -0.291 -0.546 -0.298
N 1.166 -0.524 -0.090
H -2.014 0.766 -0.405
C -0.927 0.810 -0.360
H 0.620 -3.080 -0.204
H -0.649 -3.622 -1.150
N 0.963 2.062 0.598

Output
Total charge: +1
Structure (SMILES): N/C=C(\[NH3+])CCN



#two
This record from the OMol25 dataset describes a molecular structure, C4H12N3. The level of theory is the ωB97M-V functional and the def2-TZVPD basis.

Element x y z (Å)
H 3.069 -0.311 0.215
H 1.639 -0.899 1.270
C 2.085 -0.053 0.616
C 1.108 0.302 -0.510
H -1.965 -1.757 0.597
H 0.380 -0.844 -2.187
H 2.279 0.792 1.250
H 0.282 2.333 0.256
H -2.312 -0.375 -1.364
H -0.182 1.181 1.247
C -1.829 -0.019 -0.410
N -1.338 1.282 -0.381
H -2.090 -0.298 1.684
N -1.868 -0.754 0.747
H 1.362 1.055 -1.240
N -0.148 1.395 0.333
H 0.507 -1.806 -0.501
C 0.387 -0.856 -1.062
H -1.378 1.712 -1.294

Output
Total charge: +1



#three
This record from the OMol25 dataset describes a gas-phase ion, C4H12N3 (charge +1). The level of theory is the ωB97M-V functional and the def2-TZVPD basis.

Element x y z (Å)
H 1.979 -0.356 1.959
H 1.216 2.013 1.486
C -0.495 -1.785 -1.068
H -1.141 1.280 -1.815
N 1.071 -0.141 1.537
C -0.144 1.471 0.095
C 1.185 1.171 0.802
N -0.895 -2.933 -0.733
H 0.435 -0.091 2.335
H -1.777 -2.984 -0.236
H 0.733 -0.865 0.909
H -2.173 -0.610 -0.822
H -1.035 1.347 0.720
H 2.018 1.065 0.117
H 0.412 0.434 -1.720
C -0.508 0.673 -1.184
H -0.198 2.537 -0.119
N -1.171 -0.589 -0.760
H 0.489 -1.639 -1.501

Output
Total charge: +1
Structure (SMILES): [H]/N=C\NCCC[NH3+]



#four
This record from the OMol25 dataset describes a gas-phase ion, C4H12N3 (charge +1). The level of theory is the ωB97M-V functional and the def2-TZVPD basis.

Element x y z (Å)
H -3.239 0.560 0.653
H 0.957 -0.081 1.362
H -2.397 -1.459 0.672
H 2.873 0.697 -0.893
H 2.189 -1.139 0.648
N -1.704 1.526 -0.270
C 2.303 0.921 0.005
C 1.510 -0.300 0.445
H -0.851 -2.102 -1.074
H -0.293 -2.145 0.616
H 1.634 1.752 -0.210
N 0.543 -0.640 -0.591
N -1.783 -0.779 0.235
H 2.993 1.223 0.786
C -0.530 -1.482 -0.231
H -2.164 2.422 -0.220
H -0.774 1.469 -0.676
C -2.254 0.439 0.207
H 0.988 -0.882 -1.465

Output
Total charge: +1
Structure (SMILES): CCNCNC=[NH2+]



The structure with the greatest stability is #four.



#one
This record from the OMol25 dataset describes 3 unconnected molecules or ions with the total composition C4H12NO. The level of theory is the ωB97M-V functional and the def2-TZVPD basis.

Element x y z (Å)
H -2.950 -0.354 -0.137
H 0.283 -1.067 1.542
C 1.379 0.992 0.032
O -0.917 -0.393 -1.319
H 1.642 2.928 -0.821
H -4.523 -0.757 0.480
H 2.177 -0.788 -0.821
C 1.347 -1.118 1.278
H -0.041 -0.206 -0.971
N -3.683 -0.218 0.531
H 1.586 -2.176 1.084
C 1.529 -0.419 -0.053
C 1.650 1.863 -0.984
H -3.440 0.149 1.430
H -0.881 -0.663 -2.249
H 1.772 1.449 -1.993
H 1.038 1.385 0.978
H 2.031 -0.609 1.994

Output
Total charge: +1



#two
This record from the OMol25 dataset describes 2 unconnected molecules or ions with the total composition C4H12NO. The level of theory is the ωB97M-V functional and the def2-TZVPD basis.

Element x y z (Å)
C -1.368 -0.727 -0.862
H 0.441 0.980 -2.686
H 0.367 2.169 -1.254
H -3.017 -0.989 0.352
H 2.697 1.014 2.822
H 3.493 -0.052 1.682
H -2.929 0.681 -0.331
H 0.847 -0.145 1.180
H 1.082 -1.536 0.358
N 1.054 -0.377 0.140
H -2.118 0.104 1.154
C -2.421 -0.135 0.124
C 0.258 1.176 -1.600
H 2.043 -0.016 -0.109
O 2.630 0.157 2.226
C -0.047 0.128 -0.807
H -1.233 -1.651 -0.459
H -1.778 -0.781 -1.929

Output
Total charge: +1



The structure with the greatest stability is #one.



#one
This record from the OMol25 dataset describes 2 unconnected molecules or ions with the total composition C4H12NO. The level of theory is the ωB97M-V functional and the def2-TZVPD basis.

Element x y z (Å)
H 1.991 -0.954 0.309
H -0.880 1.358 3.214
O -0.390 0.564 3.129
C -0.289 0.509 -1.812
C 1.103 -0.047 -1.577
H -0.215 1.615 -1.940
H -0.479 0.077 3.999
H 0.942 -2.069 -0.512
H -0.622 -1.354 0.872
H -0.815 0.186 -2.709
H -2.053 -0.338 -0.470
C -1.089 0.368 -0.391
H 1.447 -0.776 -2.473
C 1.023 -0.906 -0.290
H 1.741 0.915 -1.389
H -0.030 0.099 1.406
N -0.169 -0.561 0.581
H -1.215 1.313 0.056

Output
Total charge: +1



#two
This record from the OMol25 dataset describes 2 unconnected molecules or ions with the total composition C4H12NO. The level of theory is the ωB97M-V functional and the def2-TZVPD basis.

Element x y z (Å)
H 1.457 1.101 0.447
H 1.832 -0.792 -1.170
H -0.528 0.225 2.195
H 2.841 1.400 -0.609
C 2.422 -0.689 -0.267
H 3.411 -1.094 -0.469
H 3.122 0.886 1.044
C -1.958 0.121 -0.764
H -1.864 1.102 -1.260
O -0.945 -0.718 -1.247
H -2.924 -0.303 -1.033
N -0.560 0.246 1.161
H 1.950 -1.327 0.490
H -2.302 1.281 1.076
H -0.217 -0.661 -0.618
H -2.402 -0.517 1.249
C -1.847 0.315 0.746
C 2.472 0.762 0.187

Output
Total charge: +1



The structure with the greatest stability is #one.



#one
This record from the OMol25 dataset describes a gas-phase ion, C4H12NO (charge +1). The level of theory is the ωB97M-V functional and the def2-TZVPD basis.

Element x y z (Å)
H 0.766 -1.456 1.853
H -0.835 0.141 1.783
C -0.492 0.816 -1.492
H 1.750 -0.253 -0.736
C 1.329 -1.443 0.990
H -0.708 1.517 1.262
C -0.283 0.051 -0.234
O -1.911 1.005 -1.396
H -2.321 0.246 -2.001
N -1.041 0.605 1.005
H -0.041 0.309 -2.366
H -0.663 -1.003 -0.463
H 2.411 -1.646 1.485
H 0.008 1.938 -1.492
C 1.180 -0.134 0.229
H -2.065 0.724 0.709
H 1.751 0.920 0.507
H 1.165 -2.336 0.355

Output
Total charge: +1
Structure (SMILES): CC[C@@H]([NH3+])CO



#two
This record from the OMol25 dataset describes 3 unconnected molecules or ions with the total composition C4H12NO. The level of theory is the ωB97M-V functional and the def2-TZVPD basis.

Element x y z (Å)
H -2.352 -2.182 0.570
C -1.810 -1.321 0.909
C -1.774 -0.053 -0.122
C -0.936 -0.148 -1.329
C -1.028 0.835 -2.264
H -2.246 -1.020 1.908
H -1.746 1.709 -2.222
H 4.218 -1.353 0.059
O 0.069 1.831 1.280
N 3.906 -0.407 0.441
H -0.002 2.134 2.200
H -0.275 -0.991 -1.483
H 4.298 0.327 -0.055
H -2.776 0.354 -0.417
H -0.770 -1.449 1.221
H 4.128 -0.301 1.393
H -0.245 0.823 -3.066
H -0.659 1.211 0.980

Output
Total charge: +1



#three
This record from the OMol25 dataset describes a gas-phase ion, C4H12NO (charge +1). The level of theory is the ωB97M-V functional and the def2-TZVPD basis.

Element x y z (Å)
H 1.761 -1.065 0.324
H -2.520 -1.616 1.129
C -0.691 -0.875 0.391
C 1.703 0.017 0.207
H 3.184 0.390 -1.046
H 2.323 0.410 1.005
C 0.205 0.362 0.319
O 2.231 0.330 -1.084
H -2.700 -0.093 0.125
N -0.114 1.070 -1.023
H -2.072 0.243 1.590
H -0.091 0.271 -1.674
H 0.794 1.486 -1.286
C -2.156 -0.629 0.887
H -0.319 -1.720 0.986
H 0.064 1.096 1.119
H -0.641 -1.219 -0.629
H -0.959 1.542 -1.342

Output
Total charge: +1
Structure (SMILES): CC[C@H]([NH3+])CO



The structure with the greatest stability is #three.



#one
This record from the OMol25 dataset describes a single C3H5NO molecule. The level of theory is the ωB97M-V functional and the def2-TZVPD basis.

Element x y z (Å)
H -2.062 1.140 0.521
H 0.324 -1.650 -0.345
C 0.679 -0.879 0.338
H 0.856 0.535 -1.304
O -1.818 -0.175 -1.048
C 0.923 0.473 -0.214
N -0.244 0.209 0.632
H 1.250 -1.229 1.198
C -1.482 0.371 -0.028
H 1.573 1.206 0.248

Output
Structure (SMILES): O=CN1CC1



#two
This record from the OMol25 dataset describes 2 unconnected molecules or ions with the total composition C3H5NO. The level of theory is the ωB97M-V functional and the def2-TZVPD basis.

Element x y z (Å)
H -0.371 0.953 2.257
N 0.012 2.043 0.256
C 0.364 1.251 1.530
C 0.131 -1.050 -1.179
H -1.733 -1.489 -1.012
H 1.031 -1.489 -1.184
O -0.887 -1.733 -0.592
C 0.175 0.835 0.177
H -0.061 -0.651 -2.148
H 1.339 1.330 1.895



#three
This record from the OMol25 dataset describes 2 unconnected molecules or ions with the total composition C3H5NO. The level of theory is the ωB97M-V functional and the def2-TZVPD basis.

Element x y z (Å)
C 1.852 0.389 -0.294
H 2.772 0.459 -0.879
H -1.151 -1.884 -0.392
N 1.357 1.271 0.438
C -1.921 0.001 -0.026
H 1.883 2.149 0.481
H -2.248 -1.702 1.069
O -2.090 1.129 -0.245
C -1.775 -1.257 0.215
H 1.323 -0.555 -0.367

Output
Structure (SMILES): C=C=O.C=N



#four
This record from the OMol25 dataset describes a single C3H5NO molecule. The level of theory is the ωB97M-V functional and the def2-TZVPD basis.

Element x y z (Å)
H 0.967 1.088 1.680
H -0.113 -0.344 1.555
C 0.823 0.114 1.205
H -1.777 0.755 -0.598
H 1.654 -0.548 1.471
O 0.815 0.294 -0.205
H -0.861 1.058 -2.190
C -0.144 -0.634 -0.986
N -0.172 -1.822 -1.171
C -0.952 0.498 -1.261



The structure with the greatest stability is #one.



#one
This record from the OMol25 dataset describes 2 unconnected molecules or ions with the total composition C2H7N4OS. The level of theory is the ωB97M-V functional and the def2-TZVPD basis.

Element x y z (Å)
H 1.815 0.221 -1.683
O 2.361 -1.727 -0.523
N 0.812 -0.873 1.053
H -0.710 1.933 -1.461
N 0.230 0.915 -0.159
S -2.595 -0.342 0.485
N -0.177 2.113 -0.616
C 0.035 0.204 0.978
H -3.212 -1.113 1.386
H -0.581 0.634 1.723
N 1.261 0.244 -0.813
H -2.181 -1.354 -0.279
H 2.252 -2.520 -0.007
C 1.492 -0.847 -0.081
H -0.802 2.513 -0.003

Output
Total charge: +1



#two
This record from the OMol25 dataset describes a gas-phase ion, C2H7N4OS (charge +1). The level of theory is the ωB97M-V functional and the def2-TZVPD basis.

Element x y z (Å)
N 0.625 -0.810 0.223
N 1.693 -1.835 0.042
H 0.750 2.502 0.039
H 2.565 -1.419 -0.361
H 1.801 0.163 1.468
H -3.014 0.652 1.020
C -1.992 0.944 -0.669
H 1.868 -1.960 1.051
O -2.890 1.261 0.231
S 1.666 1.676 -0.433
H -1.764 1.733 -1.377
N -1.378 -0.170 -0.680
H -0.421 -2.080 -0.894
C -0.519 -1.068 -0.459
N 1.008 0.409 0.800

Output
Total charge: +1
Structure (SMILES): N/[N+](=C/N=C\O)NS



The structure with the greatest stability is #one.



#one
This record from the OMol25 dataset describes 3 unconnected molecules or ions with the total composition C2H12NO3. The level of theory is the ωB97M-V functional and the def2-TZVPD basis.

Element x y z (Å)
H -3.447 0.659 1.844
H 0.006 -3.224 1.249
N -0.532 0.621 -0.215
H 2.619 1.595 0.746
H -0.612 1.576 0.150
H 0.236 1.414 -2.007
C 0.437 0.567 -1.362
H -2.315 -0.353 1.817
H -0.287 -3.018 -0.240
H 0.321 -0.448 -1.726
H -0.197 0.180 0.648
H 2.597 0.648 -1.518
O -2.925 0.119 1.239
H 1.954 -0.378 -0.230
O -0.042 -2.542 0.567
C 1.837 0.585 -0.743
H -1.496 0.329 -0.389
O 1.848 1.670 0.172

Output
Total charge: +1



#two
This record from the OMol25 dataset describes 4 unconnected molecules or ions with the total composition C2H12NO3. The level of theory is the ωB97M-V functional and the def2-TZVPD basis.

Element x y z (Å)
H -2.045 -3.377 -1.022
O -2.024 -2.520 -0.556
H 0.377 1.397 -2.802
H 1.420 3.711 -0.226
H -0.299 -1.642 -0.174
H 1.547 -0.642 1.663
N 0.530 -0.993 -0.219
C -0.412 -0.230 1.884
H 1.331 -1.520 -0.507
C 0.658 -0.550 1.123
H -1.502 -0.111 1.660
O 0.693 1.105 -1.922
O 0.643 3.095 -0.028
H -2.953 -2.269 -0.518
H 0.895 1.885 -1.499
H 0.400 -0.058 -0.609
H -0.071 -0.063 2.931
H 0.813 2.782 0.822

Output
Total charge: +1



The structure with the greatest stability is #one.



#one
This record from the OMol25 dataset describes 4 unconnected molecules or ions with the total composition C2H12NO3. The level of theory is the ωB97M-V functional and the def2-TZVPD basis.

Element x y z (Å)
H 1.209 -2.217 -1.081
H 1.279 -0.221 1.310
C 1.549 -1.542 -1.857
C 0.898 -0.456 -2.212
H -0.641 -0.620 4.381
H -1.598 -1.343 3.449
H -0.013 -0.400 1.976
H -1.023 -0.287 -1.800
H -0.824 1.995 0.529
O -1.220 2.165 -0.341
H 1.208 0.157 -3.043
H -0.435 1.237 -1.310
H -0.953 3.069 -0.558
H 2.357 -1.925 -2.491
N -0.167 0.174 -1.447
O 0.347 -0.039 1.124
H -0.161 -0.037 -0.393
O -0.855 -0.707 3.440

Output
Total charge: +1



#two
This record from the OMol25 dataset describes 4 unconnected molecules or ions with the total composition C2H12NO3. The level of theory is the ωB97M-V functional and the def2-TZVPD basis.

Element x y z (Å)
H -1.502 1.028 0.617
O 1.081 -0.534 1.149
C -1.095 0.058 -1.357
H 4.091 -0.264 -0.113
H 0.125 0.502 0.229
N -0.811 0.847 -0.188
H -2.578 -0.641 3.578
C -1.178 0.612 -2.598
O -2.248 -0.078 2.855
H 4.071 -1.492 -1.091
H -0.978 0.000 -3.426
H -0.985 -1.077 -1.208
H 1.707 -0.807 0.447
H -1.559 1.572 -2.901
O 3.545 -0.962 -0.430
H -2.272 0.811 3.227
H 1.248 -1.374 1.644
H -0.661 1.799 -0.435

Output
Total charge: +1



The structure with the greatest stability is #one.